## i
Computed, not measured: the molecule C2H6ClN, with the ωB97M-V functional and the def2-TZVPD basis.

Last column: natural (NBO) charge in e.
CARTESIAN COORDINATES (ANGSTROEM)
N1 1.7443 -0.5778 -0.2715  -0.843
C1 1.1223 0.3807 0.4881  -0.258
C2 -0.0395 0.8424 -0.3584  -0.336
Cl1 -1.4598 -0.2890 0.0608  -0.134
H1 2.6451 -0.8886 0.1317  0.367
H2 1.1454 -1.3561 -0.4574  0.365
H3 1.7017 1.2415 0.5462  0.196
H4 0.7649 -0.0132 1.4339  0.180
H5 -0.4687 1.9325 -0.1333  0.225
H6 0.3205 0.7033 -1.4331  0.238

Results
Structure (SMILES)   NCCCl
HOMO level   -0.34716 Eh
Molar mass   79.530 g mol⁻¹
LUMO   1.11 eV
Gap between HOMO and LUMO   10.55 eV

## ii
Computed, not measured: the molecule C2H6ClN, with the ωB97M-V functional and the def2-TZVPD basis.

Last column: natural (NBO) charge in e.
CARTESIAN COORDINATES (ANGSTROEM)
C1 0.8827 0.6251 0.0255  -0.433
N1 0.0600 -0.3729 -0.6122  -0.618
C2 -1.2288 -0.7484 0.1917  -0.260
Cl1 -2.5500 0.3486 0.0339  -0.052
H1 1.8108 0.4454 -0.5234  0.211
H2 0.6369 1.6363 -0.1865  0.173
H3 0.8020 0.6530 1.1423  0.198
H4 -0.1610 0.0741 -1.5252  0.361
H5 -0.7937 -0.7650 1.2652  0.205
H6 -1.6866 -1.7434 -0.0968  0.217

Results
Structure (SMILES)   CNCCl
HOMO level   -0.34000 Eh
Molar mass   79.530 g mol⁻¹
LUMO   1.10 eV
Gap between HOMO and LUMO   10.35 eV

Question: which arrangement is favored energetically? Ranking from most to least stable: i, ii.